# 1
The following is a quantum chemistry calculation of 3 unconnected molecules or ions with the total composition C23H50BrN3O4P at a distorted geometry, from OMol25.

XYZ file:
```
82
C23H50BrN3O4P ωB97M-V/def2-TZVPD
C -0.9170 -2.5173 0.7100
C -1.9918 -1.3882 0.6450
O -1.4453 -0.2180 1.2953
P -1.6272 1.1758 0.4571
O -1.0144 2.2667 1.2859
C -3.4076 1.5871 0.2490
C -4.0331 0.8349 -0.9711
C -5.1460 -0.1776 -0.6081
C -5.0394 -1.4586 -1.5042
C -4.7425 -1.1395 -2.9837
C -3.2612 -1.5141 -3.3171
Br -3.0503 -2.3641 -5.0784
N -4.9278 -0.7086 0.8120
C -5.9533 -1.1831 1.2656
O -6.8554 -1.8061 1.6802
O -0.8458 1.1646 -0.9963
C 0.2286 0.2406 -1.0832
C 0.9333 0.5019 -2.4350
H -0.0982 -2.1410 1.3340
H -0.4930 -2.7375 -0.2726
H -1.2915 -3.4104 1.2121
H -2.8487 -1.7415 1.2161
H -2.2691 -1.1901 -0.3936
H -3.9507 1.4610 1.1852
H -3.4088 2.6578 0.0241
H -4.4873 1.5969 -1.6164
H -3.1950 0.4176 -1.5699
H -6.0220 -1.9440 -1.4371
H -4.3132 -2.1589 -1.0459
H -4.8839 -0.0891 -3.2395
H -5.3721 -1.7129 -3.6717
H -2.6929 -0.5788 -3.3685
H -2.7982 -2.0950 -2.5219
H 0.9791 0.3820 -0.2988
H -0.1101 -0.7974 -1.1234
H 1.0970 1.5666 -2.6092
H 1.8570 -0.0721 -2.5257
H 0.2351 0.1660 -3.2123
C 3.2342 -3.6070 -0.6303
C 3.5045 -4.4557 0.6032
N 2.5195 -5.5009 0.8092
C 2.6189 -6.1321 2.1158
C 3.8903 -6.9223 2.4416
C 2.3103 -6.4015 -0.3109
C 3.5176 -7.1876 -0.8386
H 2.2338 -3.1730 -0.5935
H 3.9546 -2.7888 -0.6795
H 3.3320 -4.1804 -1.5535
H 3.4829 -3.7922 1.4718
H 4.5297 -4.8537 0.5408
H 1.7497 -6.7807 2.2554
H 2.5057 -5.3437 2.8669
H 3.9094 -7.8876 1.9374
H 3.9249 -7.1265 3.5145
H 4.7977 -6.3737 2.1877
H 1.8978 -5.8200 -1.1395
H 1.5142 -7.1037 -0.0508
H 4.4122 -6.5686 -0.9210
H 3.2963 -7.5735 -1.8364
H 3.7509 -8.0466 -0.2108
C 1.0297 4.9755 -0.7760
C 1.4742 6.3437 -0.2843
N 0.5325 6.9403 0.6432
C 0.8072 8.3404 0.9181
C 2.1160 8.6944 1.6323
C 0.1841 6.1221 1.7970
C 1.3172 5.6639 2.7222
H 0.0374 5.0249 -1.2253
H 1.7254 4.6087 -1.5338
H 1.0064 4.2403 0.0295
H 1.5635 7.0025 -1.1538
H 2.4860 6.2547 0.1430
H -0.0316 8.7542 1.4854
H 0.7888 8.8706 -0.0407
H 2.0749 8.4589 2.6947
H 2.2929 9.7707 1.5539
H 2.9780 8.1921 1.1927
H -0.3357 5.2308 1.4369
H -0.5664 6.6536 2.3886
H 2.1883 5.3111 2.1682
H 0.9686 4.8349 3.3408
H 1.6379 6.4557 3.3999
```

Properties
M: 543.55 g mol⁻¹
E_LUMO: 2.32 eV
Multiplicity: 1
Total energy: -116653.7339 eV
Charge: -1

Mulliken atomic charge list, values in e, 4 entries: number 1, C, carries -1.489; number 2, C, carries 0.824; number 3, O, carries -0.445; number 4, P, carries 0.821

=====

# 2
The following is a quantum chemistry calculation of a gas-phase ion, C5H15N2 (charge +2) at a distorted geometry, from OMol25.

XYZ file:
```
22
C5H15N2 ωB97M-V/def2-TZVPD
C -2.1337 -0.6019 -1.3741
C -1.0158 -0.3430 -0.3147
C 0.3061 0.0413 -0.9752
C 1.4379 0.7139 -0.2067
C 1.8788 0.1683 1.2114
N 1.7414 -1.2488 1.3147
N -1.5018 0.8838 0.5211
H -2.2059 -1.6750 -1.5042
H -1.8024 -0.1316 -2.3012
H -3.0516 -0.0440 -1.1684
H -1.0945 -1.1606 0.3927
H 0.0132 0.7179 -1.7877
H 0.6650 -0.8026 -1.5649
H 1.3618 1.7876 -0.0655
H 2.3329 0.6136 -0.8228
H 2.9303 0.4013 1.4579
H 1.2721 0.6474 1.9745
H 2.4617 -1.8327 0.8690
H 1.4830 -1.6217 2.2394
H -2.5081 0.7461 0.6579
H -1.4319 1.7484 -0.0216
H -1.1383 0.9922 1.4684
```

Properties
M: 103.19 g mol⁻¹
E_LUMO (alpha / beta): -7.22 / -12.33 eV
Multiplicity: 2
Total energy: -8389.1861 eV
Relative energy (zero: lowest compared OMol25 entry of this formula, charge and spin): 25.9 kcal per mole
Charge: +2

natural (NBO) atomic charge list, values in e, 4 entries: number 1, C, carries -0.629; number 2, C, carries -0.029; number 3, C, carries -0.466; number 4, C, carries -0.416

=====

# 3
The following is a quantum chemistry calculation of 2 unconnected molecules or ions with the total composition C6H10N at a distorted geometry, from OMol25.

XYZ file:
```
17
C6H10N ωB97M-V/def2-TZVPD
C -0.8149 -0.1506 -0.1625
C 1.4039 1.1208 -0.6416
C 1.3817 0.9355 0.8714
C 1.2846 -0.1802 -0.0011
C 1.7014 -1.5955 -0.1682
C -3.2710 0.1068 -0.0056
N -1.9344 0.0541 -0.1170
H 0.4935 1.5101 -1.0162
H 2.2821 1.4587 -1.2091
H 2.3442 1.2439 1.4504
H 0.5508 1.1522 1.5037
H 2.7788 -1.4755 -0.1093
H 1.3132 -2.0141 -1.1575
H 1.4345 -2.4163 0.6016
H -3.6378 -0.5154 0.8275
H -3.5744 1.0746 0.2421
H -3.7363 -0.3091 -0.9083
```

Properties
M: 96.15 g mol⁻¹
E_LUMO: -4.67 eV
Multiplicity: 1
Total energy: -7863.1556 eV
Relative energy (zero: lowest compared OMol25 entry of this formula, charge and spin): 73.6 kcal per mole
Charge: +1

natural (NBO) atomic charge list, values in e, 4 entries: number 1, C, carries 0.443; number 2, C, carries -0.474; number 3, C, carries -0.509; number 4, C, carries 0.359